C4H12 | ωB97M-V/def2-TZVPD

SMILES string   CC.CC
HOMO level   -11.68 eV
ΔE to the lowest compared entry with this formula, charge and spin   22.6 kJ/mol

ORCA input file:
```
! RIJCOSX wB97M-V def2-TZVPD def2/J DEFGRID3
* xyz 0 1
C 2.51 -0.59 -0.32
C 1.47 -1.25 0.58
H 3.48 -0.54 0.16
H 2.57 -1.12 -1.27
H 2.23 0.44 -0.57
H 1.78 -2.27 0.79
H 0.51 -1.33 0.08
H 1.36 -0.71 1.52
C -1.48 0.40 0.18
C -2.54 1.31 -0.44
H -0.70 0.17 -0.54
H -1.03 1.07 0.92
H -1.86 -0.45 0.74
H -3.15 1.76 0.33
H -3.15 0.96 -1.27
H -2.00 2.15 -0.90
*
```



C4H12 | ωB97M-V/def2-TZVPD

SMILES string   CC.CC
HOMO level   -11.42 eV
ΔE to the lowest compared entry with this formula, charge and spin   41.8 kJ/mol

ORCA input file:
```
! RIJCOSX wB97M-V def2-TZVPD def2/J DEFGRID3
* xyz 0 1
C 1.50 -1.72 1.27
C 1.45 -1.46 -0.25
H 2.28 -2.45 1.50
H 1.58 -0.83 1.89
H 0.58 -2.20 1.62
H 0.45 -1.75 -0.56
H 1.50 -0.39 -0.43
H 2.22 -1.93 -0.85
C -1.28 0.88 -0.56
C -1.65 2.34 -0.47
H -1.98 0.28 -1.17
H -0.33 0.62 -1.04
H -1.33 0.32 0.38
H -1.41 2.81 -1.42
H -1.16 2.80 0.40
H -2.69 2.45 -0.15
*
```



C4H12 | ωB97M-V/def2-TZVPD

SMILES string   CC.CC
HOMO level   -11.38 eV
ΔE to the lowest compared entry with this formula, charge and spin   28.9 kJ/mol

ORCA input file:
```
! RIJCOSX wB97M-V def2-TZVPD def2/J DEFGRID3
* xyz 0 1
C 0.89 1.32 1.11
C 1.87 0.27 1.65
H 0.01 1.43 1.74
H 1.37 2.30 1.23
H 0.59 1.23 0.09
H 1.99 0.32 2.73
H 2.83 0.42 1.17
H 1.48 -0.74 1.48
C -0.82 -1.05 -0.97
C -1.94 -0.55 -1.87
H -0.03 -1.58 -1.52
H -0.20 -0.30 -0.47
H -1.20 -1.71 -0.21
H -2.54 0.18 -1.32
H -2.63 -1.38 -2.01
H -1.67 -0.16 -2.84
*
```



C4H12 | ωB97M-V/def2-TZVPD

SMILES string   CC.CC
HOMO level   -11.44 eV
ΔE to the lowest compared entry with this formula, charge and spin   26.1 kJ/mol

ORCA input file:
```
! RIJCOSX wB97M-V def2-TZVPD def2/J DEFGRID3
* xyz 0 1
C -2.09 1.20 0.12
C -2.09 -0.11 0.91
H -1.17 1.31 -0.44
H -2.90 1.20 -0.60
H -2.14 2.06 0.79
H -2.64 -0.91 0.41
H -2.36 -0.01 1.96
H -1.09 -0.56 0.97
C 2.80 -0.50 -0.52
C 1.28 -0.54 -0.52
H 3.21 0.32 -1.12
H 3.20 -0.25 0.47
H 3.29 -1.40 -0.86
H 0.83 0.28 0.04
H 1.02 -1.50 -0.08
H 0.86 -0.59 -1.52
*
```



C4H12 | ωB97M-V/def2-TZVPD

SMILES string   CC.CC
HOMO level   -11.11 eV
ΔE to the lowest compared entry with this formula, charge and spin   89.2 kJ/mol

ORCA input file:
```
! RIJCOSX wB97M-V def2-TZVPD def2/J DEFGRID3
* xyz 0 1
C 1.72 0.43 -0.42
C 1.26 1.68 0.16
H 1.08 -0.08 -1.09
H 2.59 0.71 -1.13
H 1.97 -0.39 0.32
H 0.76 2.33 -0.69
H 0.51 1.44 0.94
H 1.94 2.31 0.59
C -2.07 -0.56 0.12
C -0.87 -1.52 0.15
H -2.80 -0.77 -0.71
H -2.68 -0.55 1.05
H -1.77 0.46 -0.03
H -0.17 -1.12 0.94
H -1.09 -2.54 0.62
H -0.38 -1.82 -0.83
*
```



C4H12 | ωB97M-V/def2-TZVPD

SMILES string   CC.CC
HOMO level   -11.10 eV
ΔE to the lowest compared entry with this formula, charge and spin   109.8 kJ/mol

ORCA input file:
```
! RIJCOSX wB97M-V def2-TZVPD def2/J DEFGRID3
* xyz 0 1
C -0.35 -2.13 0.07
C 1.06 -1.62 0.16
H -0.71 -2.73 -0.78
H -0.69 -2.65 0.99
H -0.95 -1.28 -0.07
H 1.14 -0.78 0.85
H 1.54 -1.63 -0.75
H 1.51 -2.37 0.80
C -0.54 1.86 0.61
C -0.23 1.91 -0.87
H -0.26 2.82 0.92
H -1.51 1.40 0.84
H 0.28 1.30 1.15
H -0.31 2.95 -1.24
H -0.84 1.29 -1.51
H 0.86 1.67 -1.17
*
```



C4H12 | ωB97M-V/def2-TZVPD

SMILES string   CC.CC
HOMO level   -10.66 eV
ΔE to the lowest compared entry with this formula, charge and spin   247.8 kJ/mol

ORCA input file:
```
! RIJCOSX wB97M-V def2-TZVPD def2/J DEFGRID3
* xyz 0 1
C 0.60 0.53 2.27
C -0.80 -0.27 2.53
H 0.62 1.49 2.40
H 1.56 0.32 2.81
H 0.79 0.30 1.06
H -0.49 -1.00 3.32
H -1.61 0.39 2.94
H -0.92 -0.92 1.57
C 0.80 -0.06 -2.53
C -0.65 -0.15 -2.29
H 1.05 -0.99 -3.05
H 1.25 0.76 -3.08
H 1.45 -0.14 -1.68
H -1.51 0.38 -2.71
H -0.82 -1.22 -2.05
H -1.07 0.38 -1.42
*
```



C4H12 | ωB97M-V/def2-TZVPD

SMILES string   CC.CC
HOMO level   -11.20 eV
ΔE to the lowest compared entry with this formula, charge and spin   62.5 kJ/mol

ORCA input file:
```
! RIJCOSX wB97M-V def2-TZVPD def2/J DEFGRID3
* xyz 0 1
C 1.22 1.61 -0.82
C -0.15 2.23 -0.91
H 1.87 2.02 -0.02
H 1.34 0.52 -0.80
H 1.95 1.82 -1.62
H -0.94 1.72 -1.43
H -0.06 3.23 -1.37
H -0.57 2.43 0.07
C -0.72 -2.37 1.46
C -0.51 -1.45 0.29
H -0.92 -1.77 2.35
H -1.50 -3.12 1.27
H 0.12 -3.06 1.63
H -0.45 -2.10 -0.61
H 0.52 -1.10 0.42
H -1.20 -0.62 0.08
*
```



Energy across the listed records, respectively: -4342.29422, -4342.09530, -4342.22890, -4342.25781, -4341.60417, -4341.39049, -4339.95969, -4341.88012 eV.
Orbital gap across the listed records, respectively: 0.470, 0.462, 0.461, 0.464, 0.451, 0.451, 0.430, 0.454 Ha.